Record 1
Computed, not measured: one molecule with the formula C4H4ClNO2S, with wB97M-V/def2-TZVPD.

Calculated values
Highest occupied orbital energy ... -10.982 eV
Frontier orbital gap ... 9.722 eV
Structure (SMILES) ... N#CC1(S(=O)(=O)Cl)CC1
Energy relative to the best compared isomer or geometry (same formula, charge and spin) ... 37.9 kcal/mol
Multiplicity ... 1
LUMO level ... -1.261 eV

Last column: Löwdin charge in e.
Cartesian coordinates (Å):
1 N -1.439088 -3.435320 -0.358083  0.175
2 C -1.213340 -2.308899 -0.223704  -0.170
3 C -0.940835 -0.886967 -0.038871  -0.346
4 S -2.857794 0.014318 0.528357  0.460
5 O -2.374106 1.096619 1.368853  -0.379
6 O -3.866744 -0.927885 0.948394  -0.342
7 Cl -3.404802 0.886692 -1.257102  0.378
8 C 0.142443 -0.203174 0.649902  -0.079
9 C -0.202443 0.185603 -0.733752  -0.106
10 H 0.967516 -0.799753 0.760363  0.105
11 H -0.317850 0.356883 1.407700  0.087
12 H -0.890015 1.174001 -0.957298  0.128
13 H 0.439294 -0.015075 -1.521599  0.089

Cartesian forces, eV/Å:
0.153 0.906 0.150
0.466 0.447 -0.377
-3.934 -0.987 -0.466
2.558 -0.817 0.610
-1.031 -0.823 -0.614
0.899 1.027 -0.556
-0.230 -0.271 0.231
-1.643 0.666 -0.357
-3.000 2.975 -0.283
2.082 -1.039 0.787
0.485 1.063 1.362
2.072 -2.533 0.821
1.122 -0.614 -1.308

---

Record 2
Computed, not measured: an isolated ion of composition C4H4ClO3 and charge -1, with wB97M-V/def2-TZVPD.

Calculated values
Highest occupied orbital energy ... -4.311 eV
Frontier orbital gap ... 7.929 eV
Structure (SMILES) ... C[C@](Cl)(C=O)C(=O)[O-]
Energy relative to the best compared isomer or geometry (same formula, charge and spin) ... 17.1 kcal/mol
Total charge ... -1
Multiplicity ... 1
LUMO level ... 3.617 eV

Last column: Löwdin charge in e.
Cartesian coordinates (Å):
1 C 0.618317 -1.220151 -0.355328  -0.186
2 C -0.151811 -0.211672 0.353150  -0.804
3 Cl -0.887140 -0.886482 1.743225  0.664
4 C -1.393232 0.665539 -0.635612  -0.180
5 O -1.450690 0.532522 -1.801412  0.043
6 C 0.732364 1.072145 0.780152  -0.818
7 O 1.817066 1.077187 0.243721  -0.026
8 O 0.204834 1.838348 1.586071  -0.070
9 H 0.026246 -2.155939 -0.502999  0.068
10 H 1.605965 -1.079677 0.156867  0.092
11 H 0.752560 -1.065603 -1.535505  0.117
12 H -1.874478 1.433784 -0.032331  0.100

Cartesian forces, eV/Å:
0.602 -0.768 -3.712
-2.373 4.041 -2.228
-1.165 -0.680 1.473
3.313 -1.928 2.953
-0.504 -0.133 -1.543
-1.560 -1.196 0.538
2.281 0.373 -1.058
-0.594 0.664 0.346
0.971 0.081 1.267
-0.499 -1.450 -0.826
0.036 0.750 2.524
-0.507 0.247 0.265

---

Record 3
Computed, not measured: one molecule with the formula C4H4ClP, with wB97M-V/def2-TZVPD.

Calculated values
Highest occupied orbital energy (alpha / beta) ... -8.038 / -7.670 eV
Frontier orbital gap (alpha / beta) ... 6.351 / 6.832 eV
Energy relative to the best compared isomer or geometry (same formula, charge and spin) ... 67.9 kcal/mol
Multiplicity ... 1
LUMO level (alpha / beta) ... -1.687 / -0.839 eV

Last column: Löwdin charge in e.
Cartesian coordinates (Å):
1 C -0.437932 0.223537 -0.118226  -0.189
2 C 0.978676 -0.055712 0.031223  -0.190
3 C -1.535334 -0.520115 0.127806  -0.666
4 C 1.781188 -1.105894 -0.294376  -0.592
5 P -2.462751 -1.963019 0.038937  0.740
6 Cl 3.428244 -1.090746 0.058442  0.658
7 H -0.736993 1.335991 -0.008556  0.127
8 H 1.626438 0.880843 0.129835  0.114
9 H -2.301008 0.070102 0.511466  -0.033
10 H 1.483124 -1.937923 -0.801137  0.030

Cartesian forces, eV/Å:
1.528 2.493 1.063
1.461 1.623 -1.630
-1.204 -2.774 -0.472
-1.187 2.258 1.231
1.021 -0.155 -0.140
0.945 0.086 0.058
1.185 -1.702 -0.375
-1.164 -1.161 0.621
-1.619 1.678 0.586
-0.966 -2.346 -0.942

---

Record 4
Computed, not measured: a 2-piece molecular cluster, C4H4ClPS overall, with wB97M-V/def2-TZVPD.

Calculated values
Highest occupied orbital energy (alpha / beta) ... -7.954 / -7.919 eV
Frontier orbital gap (alpha / beta) ... 6.831 / 6.836 eV
Energy relative to the best compared isomer or geometry (same formula, charge and spin) ... 26.6 kcal/mol
Multiplicity ... 1
LUMO level (alpha / beta) ... -1.124 / -1.082 eV

Last column: Löwdin charge in e.
Cartesian coordinates (Å):
1 C 0.051708 0.723777 0.338020  -0.221
2 C 0.801525 -0.109827 -0.521044  -0.200
3 C -0.858618 0.029364 1.074301  -0.536
4 C 0.452586 -1.417750 -0.413345  -0.419
5 P -3.530236 1.096279 -0.135484  0.190
6 S -0.800453 -1.655912 0.741120  0.939
7 Cl -4.383601 -0.656517 -0.459465  -0.044
8 H 0.175196 1.790327 0.405357  0.100
9 H 1.571472 0.250889 -1.182821  0.101
10 H -1.527968 0.391849 1.832127  0.032
11 H 0.864318 -2.259159 -0.935851  0.059

Cartesian forces, eV/Å:
-0.233 0.075 0.179
0.141 -0.097 -0.139
0.095 -0.387 0.160
-0.243 -0.158 0.228
0.184 0.786 0.009
0.275 0.369 -0.211
-0.337 -0.721 -0.126
0.026 0.163 0.021
0.065 -0.004 -0.083
-0.039 0.104 0.088
0.067 -0.130 -0.127